1.
{"formula": "C10H13N2O", "method": "wB97M-V/def2-TZVPD", "species": ["N", "C", "O", "C", "C", "C", "C", "C", "C", "C", "C", "C", "N", "H", "H", "H", "H", "H", "H", "H", "H", "H", "H", "H", "H", "H"], "coordinates": [[-1.646639, -0.772590, 1.183179], [-0.678619, -0.556526, 0.063178], [-1.270091, -1.172879, -0.981727], [-0.234329, 0.925438, -0.113248], [-0.925176, 2.095677, 0.086479], [-0.372940, 3.256318, -0.325341], [0.846093, 3.316122, -1.005009], [1.391477, 2.145429, -1.405647], [0.966700, 0.917916, -0.879821], [1.603366, -0.272715, -1.275727], [1.559726, -1.470208, -0.651537], [0.566600, -1.365311, 0.543437], [0.020272, -2.690815, 1.027483], [-1.495834, -0.000011, 1.844206], [-2.616826, -0.793981, 0.905959], [-0.693316, -1.157455, -1.757146], [-1.773013, 2.207261, 0.705511], [-0.766886, 4.216884, 0.007017], [1.264900, 4.134747, -1.440738], [2.227008, 2.157444, -2.134804], [2.391062, -0.228853, -2.027557], [1.993391, -2.313496, -1.043815], [0.928703, -0.732598, 1.457288], [0.092653, -3.483234, 0.417126], [0.503929, -3.260942, 1.749111], [-0.907909, -2.273400, 1.230051]], "forces_ev_per_a": [[0.921, 0.914, 0.182], [-0.719, 0.708, 3.105], [-0.777, -0.414, -1.661], [1.249, -2.519, -1.725], [0.128, -0.807, 0.729], [1.621, 2.839, 0.188], [-2.133, -1.951, 0.121], [1.820, -1.537, -0.503], [-1.864, 2.444, 0.195], [2.693, -2.641, -0.426], [-2.932, 3.742, 1.908], [1.874, 0.206, -0.025], [1.990, -0.779, 0.399], [-0.393, -0.646, -0.073], [-0.068, 0.203, -0.383], [-0.025, 0.056, -0.043], [-1.128, -0.486, 0.370], [-0.398, -0.325, -0.235], [0.718, 2.718, -0.557], [-0.441, -0.075, 0.680], [-0.459, 0.370, -0.354], [1.155, -1.934, -0.343], [-0.101, -1.513, -1.485], [-0.933, 0.257, -2.054], [-0.281, 1.893, 0.918], [-1.515, -0.722, 1.071]], "gap_ev": 8.8, "e_tot_ha": -573.312136, "smiles": "N[C@@]1(O)c2ccccc2C=C[C@@H]1[NH3+]", "de_lowest_kcal_mol": 61.78, "homo_energy_ev": -12.233, "total_charge": 1, "spin_multiplicity": 1}

2.
{"formula": "C34H32BN5O15", "method": "wB97M-V/def2-TZVPD", "species": ["C", "C", "B", "O", "O", "C", "O", "C", "O", "O", "H", "H", "H", "H", "H", "H", "H", "O", "N", "O", "C", "C", "C", "C", "C", "C", "H", "H", "H", "H", "H", "O", "N", "O", "C", "C", "C", "C", "C", "C", "H", "H", "H", "H", "H", "O", "N", "O", "C", "C", "C", "C", "C", "C", "H", "H", "H", "H", "H", "O", "N", "O", "C", "C", "C", "C", "C", "C", "H", "H", "H", "H", "H", "O", "N", "O", "C", "C", "C", "C", "C", "C", "H", "H", "H", "H", "H"], "coordinates": [[-0.183159, 2.109507, 1.469908], [-0.196765, 0.619430, 1.072864], [-1.638610, 0.114881, 0.565056], [-1.752157, -0.475230, -0.675915], [-2.711320, 0.238421, 1.354154], [0.533462, -0.357885, 2.000213], [1.599403, -0.903421, 1.190718], [1.821328, 0.031206, 0.243521], [2.832605, 0.307282, -0.223617], [0.658848, 0.570986, -0.132717], [0.076525, 2.666169, 0.586595], [-1.154412, 2.394988, 1.848881], [0.590480, 2.217125, 2.232255], [-1.096114, -1.182682, -0.698811], [-3.492968, 0.444914, 0.792845], [-0.095021, -1.134920, 2.398848], [1.002898, 0.202926, 2.805271], [2.133879, -5.802605, -4.055045], [1.926761, -4.889933, -3.280010], [0.820511, -4.500482, -2.948749], [3.092828, -4.201895, -2.704969], [4.364896, -4.589927, -3.085489], [5.457891, -3.921074, -2.557546], [5.269210, -2.879818, -1.657640], [3.986216, -2.509657, -1.278682], [2.890638, -3.173268, -1.804128], [4.512344, -5.398746, -3.785831], [6.457941, -4.209783, -2.851064], [6.124274, -2.354682, -1.251601], [3.836162, -1.701772, -0.576868], [1.892629, -2.881790, -1.510544], [-7.232431, -2.731063, -1.576672], [-6.031103, -2.928029, -1.515187], [-5.415874, -3.131207, -0.487923], [-5.272101, -2.911439, -2.775712], [-5.936371, -2.648438, -3.960166], [-5.214744, -2.610934, -5.141919], [-3.844822, -2.837789, -5.128408], [-3.193653, -3.108098, -3.933003], [-3.909765, -3.146247, -2.747879], [-7.001720, -2.471443, -3.971322], [-5.720469, -2.401383, -6.074662], [-3.282633, -2.802123, -6.052584], [-2.126625, -3.286201, -3.923778], [-3.399204, -3.353716, -1.819204], [-4.586629, 1.883203, -0.386189], [-5.515038, 1.197803, 0.001471], [-5.386649, 0.164549, 0.639533], [-6.875869, 1.631897, -0.323532], [-7.057592, 2.779171, -1.075463], [-8.345061, 3.171819, -1.398109], [-9.430092, 2.420448, -0.965790], [-9.230529, 1.276435, -0.204841], [-7.945945, 0.875567, 0.120277], [-6.213785, 3.363500, -1.411929], [-8.503437, 4.062900, -1.989700], [-10.435236, 2.727194, -1.224305], [-10.076932, 0.694358, 0.132102], [-7.790560, -0.016963, 0.709029], [2.173055, 3.584492, 3.562159], [2.031272, 4.765656, 3.301946], [1.347994, 5.539319, 3.942635], [2.733713, 5.286451, 2.119919], [3.484830, 4.419401, 1.346461], [4.126277, 4.906708, 0.219948], [4.014743, 6.248590, -0.117315], [3.264638, 7.108000, 0.674281], [2.617705, 6.626990, 1.800554], [3.571758, 3.374736, 1.607543], [4.711001, 4.238539, -0.397269], [4.512894, 6.625809, -1.001012], [3.181087, 8.153487, 0.410998], [2.031571, 7.295084, 2.414242], [7.528503, -2.054641, 6.272250], [7.464839, -1.168914, 5.441053], [8.187809, -0.190904, 5.413178], [6.437667, -1.287902, 4.394674], [5.575216, -2.369262, 4.415018], [4.595590, -2.467014, 3.440090], [4.491117, -1.490657, 2.458516], [5.370084, -0.416313, 2.446498], [6.350614, -0.310494, 3.419921], [5.656455, -3.128938, 5.178433], [3.910579, -3.304109, 3.447066], [3.723305, -1.564511, 1.701837], [5.286834, 0.341238, 1.678100], [7.032516, 0.527124, 3.412234]], "forces_ev_per_a": [[0.131, -1.367, 0.697], [-0.672, 0.132, -1.552], [0.467, -0.235, -0.045], [-0.108, -0.403, 0.296], [-0.437, 1.267, -0.082], [0.323, 0.496, 0.185], [-0.224, -0.028, 0.834], [-3.828, -0.662, 0.602], [4.499, 0.616, -1.758], [0.020, 0.153, 0.578], [-0.032, 0.372, -0.232], [-0.106, 0.276, 0.221], [-0.102, 0.502, 0.026], [0.206, 0.261, -0.679], [0.091, -0.813, 0.695], [-0.034, -0.449, 0.052], [-0.004, -0.126, 0.328], [-0.049, 0.113, 0.097], [-0.105, -0.067, -0.050], [0.124, -0.054, -0.053], [0.169, 0.107, 0.071], [0.177, -0.153, -0.147], [-0.063, 0.105, 0.080], [0.002, -0.053, -0.031], [0.141, -0.073, 0.037], [-0.169, 0.176, 0.147], [-0.150, -0.008, -0.011], [-0.016, -0.026, -0.015], [-0.009, -0.010, 0.015], [0.028, -0.002, -0.095], [-0.041, -0.101, -0.091], [0.142, 0.014, 0.024], [-0.048, -0.003, 0.145], [-0.105, 0.003, -0.133], [0.124, 0.020, -0.199], [-0.227, 0.068, -0.147], [0.126, -0.023, 0.033], [-0.003, 0.008, -0.014], [-0.061, 0.027, -0.109], [0.258, -0.045, 0.162], [0.004, -0.014, 0.152], [-0.024, -0.005, 0.016], [-0.004, -0.010, 0.006], [-0.008, -0.023, 0.036], [-0.149, 0.036, 0.082], [0.017, -0.133, 0.098], [-0.349, -0.107, -0.013], [0.002, 0.371, -0.258], [-0.263, 0.069, -0.069], [0.132, 0.214, -0.140], [-0.095, -0.082, 0.049], [-0.002, -0.005, 0.003], [-0.007, 0.131, -0.084], [-0.070, -0.260, 0.158], [0.084, -0.104, 0.058], [0.029, 0.005, 0.004], [0.006, 0.003, 0.008], [0.026, -0.024, 0.011], [0.141, 0.009, -0.044], [-0.028, 0.109, 0.037], [-0.052, -0.035, 0.094], [0.094, -0.118, -0.074], [0.120, 0.071, -0.217], [0.072, -0.251, -0.046], [-0.014, 0.126, -0.020], [0.005, 0.012, -0.009], [0.066, -0.108, -0.063], [-0.107, 0.254, 0.052], [-0.094, 0.027, 0.100], [-0.016, -0.026, 0.019], [0.003, -0.001, 0.011], [-0.015, 0.002, 0.026], [-0.036, -0.123, 0.085], [-0.001, 0.119, -0.104], [0.131, 0.005, 0.107], [-0.087, -0.137, 0.005], [-0.178, -0.013, -0.162], [-0.107, -0.228, 0.115], [0.051, 0.123, -0.055], [0.026, -0.049, -0.077], [-0.036, -0.083, 0.042], [0.073, 0.237, -0.116], [0.115, 0.088, 0.064], [0.019, -0.013, 0.013], [0.041, -0.002, 0.079], [-0.004, -0.009, -0.002], [0.059, -0.058, 0.137]], "gap_ev": 9.1, "e_tot_ha": -2741.697541, "smiles": "C[C@]1(B(O)O)COC(=O)O1.O=[N+]([O-])c1ccccc1.O=[N+]([O-])c1ccccc1.O=[N+]([O-])c1ccccc1.O=[N+]([O-])c1ccccc1.O=[N+]([O-])c1ccccc1", "homo_energy_ev": -10.023, "total_charge": 0, "spin_multiplicity": 1}

3.
{"formula": "C44H57BN11O2RbSTe", "method": "wB97M-V/def2-TZVPD", "species": ["Rb", "O", "C", "C", "C", "C", "C", "C", "C", "O", "N", "N", "C", "C", "C", "C", "C", "C", "N", "H", "H", "H", "H", "H", "H", "H", "H", "H", "H", "C", "C", "C", "C", "N", "N", "B", "N", "N", "C", "C", "C", "C", "C", "C", "C", "C", "N", "N", "C", "C", "C", "C", "C", "C", "C", "C", "C", "C", "C", "C", "H", "H", "H", "H", "H", "H", "H", "H", "H", "H", "H", "H", "H", "H", "H", "H", "H", "H", "H", "H", "H", "H", "H", "H", "H", "H", "H", "H", "H", "H", "H", "H", "H", "H", "H", "H", "H", "H", "H", "H", "N", "C", "C", "N", "C", "H", "H", "H", "H", "Te", "C", "C", "C", "C", "S", "H", "H", "H"], "coordinates": [[-0.179730, -0.390690, 0.243687], [-4.847648, -0.513543, 2.320047], [-4.875766, -1.477400, 3.252208], [-6.070849, -1.703877, 3.944116], [-6.143317, -2.684407, 4.914517], [-5.028376, -3.460126, 5.219129], [-3.843208, -3.232428, 4.539512], [-3.737799, -2.251713, 3.555338], [-2.441874, -1.994322, 2.834213], [-2.461271, -1.123062, 1.895769], [-1.405471, -2.651033, 3.287948], [-0.267665, -2.423447, 2.530196], [0.787788, -2.226611, 3.206662], [2.097958, -2.025866, 2.567489], [3.179010, -1.683042, 3.378640], [4.425577, -1.509308, 2.803552], [4.563700, -1.732273, 1.443939], [3.431768, -2.064937, 0.716911], [2.217207, -2.187601, 1.242202], [-3.895001, -0.568118, 1.952957], [-6.929471, -1.093200, 3.693429], [-7.078925, -2.846483, 5.438754], [-5.084630, -4.229791, 5.978744], [-2.954517, -3.811014, 4.754728], [0.777302, -2.187066, 4.295245], [3.012027, -1.492952, 4.430386], [5.267753, -1.182777, 3.398812], [5.512145, -1.593888, 0.943000], [3.498727, -2.212650, -0.357190], [0.019742, 0.709812, -6.168612], [0.640919, 0.772493, -4.810596], [1.952966, 1.035354, -4.482509], [1.988930, 0.967853, -3.073648], [0.793879, 0.669644, -2.596232], [-0.038056, 0.562647, -3.660217], [-1.559880, 0.366115, -3.519881], [-1.947497, -1.089119, -3.168166], [-1.347702, -1.808866, -2.188942], [-1.798819, -3.049863, -2.293062], [-2.722672, -3.146076, -3.350150], [-2.785567, -1.874538, -3.880732], [-3.625561, -1.399688, -5.021407], [-1.351020, -4.147088, -1.352758], [-1.721313, -5.511862, -1.940376], [0.168411, -4.095281, -1.164338], [-2.052475, -3.987169, -0.001112], [-2.179811, 1.443686, -2.599882], [-1.821278, 1.618182, -1.305166], [-2.425159, 2.717601, -0.884255], [-3.203686, 3.274937, -1.916183], [-3.008625, 2.436417, -2.993790], [-3.557578, 2.585829, -4.375963], [-2.229552, 3.238689, 0.522093], [-0.735253, 3.334704, 0.841547], [-2.837130, 4.639166, 0.639879], [-2.933579, 2.316356, 1.521173], [3.169884, 1.238414, -2.174121], [4.327061, 0.302536, -2.542808], [3.618660, 2.690664, -2.362171], [2.802351, 1.026800, -0.708789], [0.794118, 0.850663, -6.923609], [-0.737674, 1.483882, -6.306102], [-0.463428, -0.252113, -6.349755], [2.758975, 1.250981, -5.165714], [-2.026756, 0.565072, -4.605611], [-3.271026, -4.009329, -3.688693], [-4.214196, -2.235587, -5.401558], [-3.023686, -1.000985, -5.839543], [-4.317240, -0.613872, -4.713158], [-1.257683, -5.662804, -2.918635], [-2.802847, -5.615776, -2.053940], [-1.379224, -6.305367, -1.271660], [0.678258, -4.159063, -2.128883], [0.495910, -4.928024, -0.535657], [0.490200, -3.179970, -0.671489], [-3.137085, -4.055780, -0.118428], [-1.826463, -3.024979, 0.453115], [-1.725969, -4.763733, 0.696184], [-3.805968, 4.167872, -1.899267], [-4.228380, 3.445668, -4.400052], [-4.118736, 1.707927, -4.697568], [-2.765880, 2.749843, -5.109302], [-0.219924, 3.953884, 0.104591], [-0.246490, 2.361206, 0.835773], [-0.574964, 3.767637, 1.831250], [-2.387329, 5.328676, -0.077985], [-2.664794, 5.034177, 1.644074], [-3.915935, 4.619087, 0.467273], [-2.485000, 1.322936, 1.549220], [-3.987618, 2.195294, 1.262824], [-2.871822, 2.738863, 2.529237], [4.646204, 0.452576, -3.577351], [4.027208, -0.742858, -2.433833], [5.182503, 0.489306, -1.888292], [3.918863, 2.882496, -3.396025], [4.456181, 2.919938, -1.701431], [2.807148, 3.375781, -2.109320], [2.474144, 0.001403, -0.541343], [2.000975, 1.711384, -0.417944], [3.660744, 1.224093, -0.062668], [-1.680634, 1.359306, 4.735118], [-0.794598, 2.388100, 4.511697], [0.439412, 1.812180, 4.492141], [0.328875, 0.450631, 4.689717], [-0.952814, 0.220078, 4.830529], [-2.682106, 1.406534, 4.669457], [-1.117315, 3.404850, 4.373765], [1.400227, 2.272068, 4.315858], [-1.404735, -0.752884, 4.949519], [4.552378, 2.332653, 3.012274], [4.514417, 3.890232, 1.591150], [5.546791, 4.492296, 0.915408], [5.142164, 5.562653, 0.069704], [3.794961, 5.764823, 0.086994], [3.034497, 4.641771, 1.140939], [6.574708, 4.181398, 1.043545], [5.827232, 6.141427, -0.537056], [3.213585, 6.480644, -0.472941]], "forces_ev_per_a": [[-0.134, -0.103, -0.143], [0.193, -0.055, 0.023], [0.018, 0.004, 0.018], [0.027, 0.001, -0.024], [-0.023, -0.016, 0.024], [-0.014, 0.019, -0.002], [0.022, 0.018, -0.054], [-0.017, 0.023, 0.031], [-0.205, -0.030, 0.077], [0.058, 0.045, 0.042], [0.069, 0.046, -0.120], [-0.091, 0.115, 0.055], [-0.002, -0.120, -0.025], [0.142, -0.037, -0.050], [0.029, 0.088, -0.076], [-0.065, -0.023, 0.030], [0.008, 0.022, -0.028], [0.004, 0.048, -0.021], [0.043, -0.083, 0.119], [-0.137, -0.014, -0.023], [0.007, 0.005, -0.010], [0.004, -0.004, 0.002], [0.000, -0.002, 0.003], [0.003, -0.004, 0.005], [-0.092, -0.028, 0.012], [-0.010, -0.021, 0.014], [0.009, 0.007, -0.006], [0.001, -0.011, 0.002], [-0.002, 0.001, 0.003], [-0.001, 0.005, -0.024], [0.018, 0.000, -0.056], [-0.044, -0.007, -0.004], [0.053, -0.015, 0.008], [-0.055, 0.052, 0.080], [0.060, -0.064, 0.071], [-0.066, 0.067, -0.182], [0.020, -0.088, 0.071], [0.114, 0.005, -0.006], [-0.048, -0.056, 0.032], [0.006, 0.049, -0.054], [-0.020, -0.012, 0.025], [-0.025, -0.008, -0.027], [0.017, -0.011, -0.013], [-0.012, -0.005, -0.023], [0.000, 0.020, 0.027], [0.023, 0.011, 0.036], [0.020, 0.057, 0.090], [-0.061, -0.058, 0.055], [-0.002, 0.055, 0.011], [0.033, -0.035, -0.041], [0.001, 0.024, -0.012], [-0.032, 0.012, -0.026], [-0.015, 0.019, -0.015], [0.073, 0.016, -0.010], [-0.025, 0.008, -0.007], [-0.014, -0.013, 0.065], [0.021, -0.057, 0.020], [0.007, -0.032, 0.005], [-0.025, 0.085, 0.005], [-0.032, 0.120, -0.025], [0.005, 0.001, 0.007], [0.000, -0.001, 0.004], [0.000, -0.006, 0.019], [0.002, 0.002, -0.007], [-0.010, 0.007, -0.023], [-0.005, -0.001, -0.007], [0.006, -0.004, 0.007], [0.006, 0.001, 0.004], [0.009, 0.011, 0.011], [0.002, 0.005, 0.000], [0.000, 0.008, 0.001], [0.007, 0.004, 0.010], [-0.002, -0.013, -0.005], [-0.003, -0.001, 0.006], [-0.018, 0.010, 0.008], [-0.004, -0.004, -0.013], [-0.003, -0.001, -0.007], [-0.002, -0.006, 0.000], [-0.006, 0.003, -0.003], [0.007, 0.003, 0.009], [0.005, -0.014, 0.011], [0.004, 0.001, 0.005], [-0.003, 0.018, 0.007], [-0.050, 0.008, -0.013], [-0.006, 0.008, 0.006], [0.010, -0.009, -0.002], [0.006, -0.009, 0.007], [0.001, -0.008, -0.008], [0.023, -0.004, -0.026], [-0.007, 0.002, 0.002], [-0.006, 0.008, -0.031], [-0.014, 0.009, -0.005], [0.000, 0.006, 0.008], [0.002, -0.002, 0.002], [0.001, -0.008, 0.006], [0.071, 0.019, 0.038], [-0.008, -0.007, -0.014], [0.035, 0.023, -0.009], [0.024, -0.042, 0.027], [-0.015, -0.004, 0.040], [-0.039, 0.007, 0.025], [0.021, 0.051, -0.039], [0.072, -0.097, -0.029], [-0.036, 0.133, 0.147], [0.073, -0.115, -0.132], [-0.003, -0.021, 0.017], [-0.001, 0.004, -0.005], [0.005, 0.019, 0.016], [-0.003, 0.006, 0.021], [0.012, 0.031, -0.073], [0.107, -0.086, 0.073], [0.029, 0.014, 0.062], [-0.026, -0.051, -0.073], [-0.067, 0.012, -0.045], [-0.060, 0.016, 0.015], [-0.008, -0.012, 0.015], [-0.012, 0.023, -0.005], [0.040, 0.022, -0.015]], "gap_ev": 5.1, "e_tot_ha": -3179.049385, "de_lowest_kcal_mol": 1.33, "homo_energy_ev": -1.443, "total_charge": -2, "spin_multiplicity": 1}